(1)
{
  "formula": "C2H4BrNOS",
  "method": "ωB97M-V/def2-TZVPD",
  "e_lumo_ev": 0.530,
  "e_above_lowest_ev": 0.4791,
  "smiles": "NC(=O)[C@@H](S)Br",
  "e_homo_ha": -0.347,
  "gap_ev": 9.962,
  "fmax_ev_per_a": 4.15,
  "elements": ["N", "C", "O", "C", "S", "Br", "H", "H", "H", "H"],
  "coordinates": [[0.39296, -1.27512, -0.95593], [0.52380, 0.01339, -0.60261], [1.09180, 0.85900, -1.19746], [-0.17059, 0.22549, 0.83225], [-0.42811, 1.93065, 1.38901], [-1.92750, -0.68203, 0.70965], [-0.10526, -1.86383, -0.43296], [0.90680, -1.61533, -1.66116], [0.53992, -0.11434, 1.66016], [-0.82381, 2.52211, 0.25904]]
}

=====

(2)
{
  "formula": "C29H85N11O11",
  "method": "ωB97M-V/def2-TZVPD",
  "e_lumo_ev": 0.170,
  "e_above_lowest_ev": 2.0248,
  "smiles": "COC[C@H](C)N.COC[C@H](C)N.COC[C@H](C)N.COC[C@H](C)N.COC[C@H](C)N.NC(N)=O.NC(N)=O.NC(N)=O.CCO.CCO.CCO",
  "e_homo_ha": -0.329,
  "gap_ev": 9.132,
  "fmax_ev_per_a": 3.21,
  "elements": ["C", "O", "C", "C", "C", "N", "H", "H", "H", "H", "H", "H", "H", "H", "H", "H", "H", "C", "O", "C", "C", "C", "N", "H", "H", "H", "H", "H", "H", "H", "H", "H", "H", "H", "C", "O", "C", "C", "C", "N", "H", "H", "H", "H", "H", "H", "H", "H", "H", "H", "H", "C", "O", "C", "C", "C", "N", "H", "H", "H", "H", "H", "H", "H", "H", "H", "H", "H", "C", "O", "C", "C", "C", "N", "H", "H", "H", "H", "H", "H", "H", "H", "H", "H", "H", "N", "C", "N", "O", "H", "H", "H", "H", "N", "C", "N", "O", "H", "H", "H", "H", "N", "C", "N", "O", "H", "H", "H", "H", "C", "C", "O", "H", "H", "H", "H", "H", "H", "C", "C", "O", "H", "H", "H", "H", "H", "H", "C", "C", "O", "H", "H", "H", "H", "H", "H"],
  "coordinates": [[-1.92931, -3.36365, -2.87638], [-2.81183, -4.40103, -3.19303], [-2.86513, -5.44482, -2.23598], [-3.28398, -4.96263, -0.84278], [-3.45439, -6.11835, 0.12267], [-4.63251, -4.37899, -1.07286], [-1.83398, -2.55860, -3.59673], [-0.91102, -3.80546, -2.96894], [-1.93353, -3.15605, -1.80563], [-3.41969, -6.29904, -2.60632], [-1.80169, -5.74229, -2.19604], [-2.51580, -4.28286, -0.45253], [-2.54909, -6.68354, 0.34897], [-4.37315, -6.65908, -0.11223], [-3.72388, -5.75491, 1.12905], [-4.42831, -3.59725, -1.70535], [-4.95659, -3.86192, -0.25240], [0.79031, 4.15542, 0.58152], [-0.20135, 5.11392, 0.30999], [0.05583, 5.85974, -0.89309], [-0.37972, 7.30037, -0.75631], [-1.90129, 7.46091, -0.75756], [0.07669, 8.00906, -1.97824], [0.46533, 3.54573, 1.42631], [1.75822, 4.60745, 0.82863], [0.97843, 3.45610, -0.24749], [1.12018, 5.88458, -1.14031], [-0.55920, 5.32204, -1.61819], [0.12059, 7.84535, 0.04936], [-2.21179, 8.32803, -0.16286], [-2.39371, 6.58565, -0.33643], [-2.31439, 7.71723, -1.73273], [1.07042, 8.21848, -1.99665], [-0.37315, 8.90815, -2.08868], [-1.26292, 3.15072, 5.87617], [-0.91965, 1.78794, 6.01983], [-0.63848, 1.08465, 4.81962], [-0.14936, -0.32331, 5.13090], [0.10858, -1.07553, 3.85025], [-1.24401, -1.00666, 5.84693], [-0.63457, 3.70866, 6.56801], [-2.34444, 3.20917, 6.03712], [-1.13330, 3.64784, 4.90311], [-1.46928, 1.16543, 4.11666], [0.20914, 1.63675, 4.37124], [0.74183, -0.23609, 5.75095], [0.51690, -2.06622, 4.06406], [0.88561, -0.60140, 3.23215], [-0.66657, -1.20612, 3.09327], [-1.88374, -0.39290, 6.33603], [-1.80407, -1.48412, 5.14711], [3.70456, 1.38540, -3.91494], [4.15031, 0.07354, -3.74270], [4.08308, -0.30492, -2.39212], [4.48205, -1.76668, -2.31661], [3.41170, -2.62237, -2.98090], [4.66178, -2.23904, -0.91085], [4.44378, 2.10907, -3.53572], [2.67220, 1.58544, -3.60490], [3.68133, 1.74591, -4.95280], [4.77171, 0.27089, -1.76644], [3.08163, -0.20854, -1.95954], [5.42592, -1.93410, -2.84814], [2.45133, -2.45925, -2.47862], [3.65789, -3.68365, -2.92021], [3.20382, -2.37202, -4.02137], [5.21041, -1.57490, -0.36827], [5.29928, -3.02480, -1.02820], [3.96408, 1.65235, 2.27111], [3.98711, 0.35254, 2.80291], [4.52981, 0.37156, 4.10682], [4.63862, -1.01620, 4.75679], [5.75164, -1.87098, 4.16235], [3.35148, -1.72222, 4.60259], [3.21088, 1.77878, 1.49213], [4.94035, 1.86943, 1.81064], [3.83278, 2.45996, 3.00295], [5.52557, 0.83602, 4.02471], [3.93434, 1.03148, 4.75062], [4.94997, -0.74494, 5.77183], [6.72062, -1.40146, 4.32032], [5.52142, -2.12644, 3.12841], [5.74857, -2.84952, 4.64770], [2.63310, -1.02620, 4.80630], [3.24334, -1.80312, 3.58877], [-6.28933, -0.02345, -2.32552], [-5.64488, -0.22097, -1.10398], [-4.38485, -0.79635, -1.17507], [-6.09649, 0.13978, -0.01510], [-5.70813, -0.20374, -3.11844], [-7.04277, 0.63167, -2.39008], [-3.99511, -1.03356, -2.06369], [-3.93602, -0.94984, -0.27730], [-3.50265, -1.99167, 2.91002], [-3.02323, -0.94053, 2.13775], [-3.20573, 0.29798, 2.68648], [-2.58045, -1.10929, 0.96759], [-3.53219, -2.90209, 2.48189], [-4.33009, -1.77885, 3.44544], [-2.77184, 1.05055, 2.17883], [-3.66029, 0.50620, 3.55217], [1.90839, -3.35746, 0.05562], [1.62544, -4.62967, 0.49194], [0.44919, -5.15457, -0.02040], [2.35415, -5.28841, 1.22132], [1.16335, -2.77218, -0.28886], [2.85504, -3.00530, 0.01013], [0.21624, -6.06599, 0.32875], [-0.16436, -4.64098, -0.61919], [0.26532, 0.31801, -2.04009], [0.57283, -0.31313, -0.67693], [-0.22062, -1.45391, -0.41694], [0.99275, 0.01439, -2.80269], [0.36211, 1.40418, -2.04480], [-0.71720, -0.00365, -2.38185], [0.41601, 0.48973, 0.05645], [1.60581, -0.64907, -0.56983], [-1.07407, -1.18502, -0.01747], [-0.55034, 0.04695, -5.71534], [0.96289, 0.39593, -5.93355], [1.45700, -0.37984, -7.00655], [-1.10926, 0.90730, -5.34217], [-0.59123, -0.73423, -4.95744], [-0.97020, -0.27099, -6.66662], [1.46857, 0.09455, -5.02282], [0.95468, 1.47932, -6.08636], [0.98045, -0.13737, -7.80551], [-3.18273, 2.43291, -2.13252], [-2.20964, 2.65202, -0.98617], [-2.54293, 3.91548, -0.37299], [-4.21656, 2.62639, -1.86291], [-2.99787, 1.43456, -2.53486], [-2.90182, 3.14577, -2.91257], [-1.21041, 2.81827, -1.39482], [-2.34658, 1.90944, -0.19299], [-1.76603, 4.26316, 0.11122]]
}

=====

(3)
{
  "formula": "C34H34ClCoI2N7O6",
  "method": "ωB97M-V/def2-TZVPD",
  "multiplicity": 2,
  "e_lumo_ev": [-2.298, -2.288],
  "e_above_lowest_ev": 1.2927,
  "e_homo_ha": [-0.302, -0.295],
  "gap_ev": [5.919, 5.742],
  "fmax_ev_per_a": 4.68,
  "elements": ["Co", "O", "C", "C", "C", "N", "C", "C", "C", "O", "O", "C", "O", "O", "H", "H", "H", "C", "C", "C", "C", "C", "C", "N", "N", "C", "C", "C", "C", "C", "N", "H", "H", "H", "H", "H", "H", "H", "H", "H", "C", "C", "C", "C", "C", "O", "C", "C", "C", "C", "C", "C", "Cl", "C", "C", "C", "N", "C", "N", "C", "N", "H", "H", "H", "H", "H", "H", "H", "H", "H", "H", "H", "H", "H", "H", "H", "H", "H", "H", "H", "H", "H", "H", "I", "I"],
  "coordinates": [[0.58825, 0.20334, -0.32250], [-0.31552, -3.55848, -4.91424], [-0.18678, -2.78364, -3.83274], [-1.15754, -1.86250, -3.43061], [-0.90101, -1.08204, -2.32175], [0.25762, -1.12933, -1.66691], [1.13804, -2.08811, -1.95938], [0.95105, -2.93944, -3.03079], [2.28287, -2.23371, -0.95845], [3.22086, -2.95731, -1.19647], [2.11584, -1.53841, 0.11688], [-1.92156, -0.21354, -1.60094], [-3.00561, 0.00392, -2.10761], [-1.50293, 0.16859, -0.45997], [-1.14196, -3.37618, -5.38111], [-2.10731, -1.75792, -3.93613], [1.67185, -3.71297, -3.23798], [-0.56476, 2.11476, 4.75229], [-1.33883, 1.61452, 3.71571], [-0.79322, 1.40405, 2.46660], [0.56784, 1.65931, 2.24976], [1.34648, 2.16844, 3.30613], [0.77550, 2.40441, 4.53499], [1.15785, 1.37769, 1.04120], [2.35537, 1.87117, 0.86873], [2.97392, 1.59139, -0.26116], [4.26126, 2.11282, -0.53141], [4.84230, 1.84961, -1.73830], [4.15921, 1.04849, -2.66665], [2.92776, 0.53640, -2.32592], [2.32906, 0.79455, -1.16644], [-1.00145, 2.27423, 5.72446], [-2.37342, 1.37277, 3.88819], [-1.40656, 1.03608, 1.65683], [2.39988, 2.32914, 3.13665], [1.38635, 2.79719, 5.33445], [4.74196, 2.70422, 0.23090], [5.81452, 2.24795, -1.98547], [4.59173, 0.81439, -3.62455], [2.38906, -0.09440, -3.02174], [-3.01867, 2.25907, -4.67175], [-3.38919, 3.74049, -4.76512], [-2.21845, 4.53902, -5.35671], [-4.54790, 3.84543, -5.77395], [-3.78648, 4.36923, -3.38354], [-4.15601, 5.73309, -3.60878], [-5.01876, 3.71735, -2.70720], [-4.87905, 2.43868, -1.87718], [-4.76769, 2.56510, -0.37728], [-4.75584, 1.37383, 0.35224], [-4.74539, 1.36327, 1.73303], [-4.73632, 2.57412, 2.41141], [-4.79924, 2.59632, 4.13798], [-4.71192, 3.76895, 1.71645], [-4.73448, 3.75920, 0.33059], [-2.60787, 4.58961, -2.38352], [-1.52353, 3.66044, -2.23619], [-1.32984, 2.72359, -1.30667], [-0.11916, 2.20117, -1.43974], [0.40868, 2.88544, -2.47963], [-0.41014, 3.77596, -2.96898], [-2.65338, 1.92446, -5.64142], [-3.88183, 1.65357, -4.41193], [-2.23774, 2.06588, -3.94483], [-2.07427, 4.26641, -6.40004], [-1.29357, 4.34507, -4.82442], [-2.43269, 5.60408, -5.30956], [-4.22075, 3.42123, -6.72107], [-4.82853, 4.87952, -5.96178], [-5.42590, 3.28777, -5.45740], [-4.99700, 5.74606, -4.07864], [-5.74978, 3.52264, -3.49272], [-5.46239, 4.49711, -2.08351], [-4.05348, 1.81902, -2.22404], [-5.78240, 1.84521, -2.05089], [-4.75918, 0.43716, -0.18422], [-4.75244, 0.43038, 2.27656], [-4.69115, 4.70548, 2.25133], [-4.75071, 4.71483, -0.17304], [-3.05494, 4.72276, -1.39966], [-2.15605, 5.53595, -2.69025], [-2.05029, 2.44449, -0.56572], [1.39763, 2.73932, -2.86524], [0.22437, -1.75129, 1.45941], [-2.00804, -1.99608, 3.08009]]
}

=====

(4)
{
  "formula": "C4H8NO2",
  "method": "ωB97M-V/def2-TZVPD",
  "total_charge": -1,
  "e_lumo_ev": 3.095,
  "e_above_lowest_ev": 3.8969,
  "e_homo_ha": -0.144,
  "gap_ev": 7.006,
  "fmax_ev_per_a": 2.46,
  "elements": ["C", "C", "C", "N", "C", "O", "O", "H", "H", "H", "H", "H", "H", "H", "H"],
  "coordinates": [[-0.32465, 0.53753, 1.01004], [-1.66201, 0.81763, 0.39674], [-2.25389, -0.09706, -0.64725], [-2.15197, 2.04551, 0.64927], [3.72212, -1.48262, -0.42485], [3.09730, -1.54420, 0.65244], [3.45483, -1.91222, -1.56461], [-0.36738, 0.40044, 2.09476], [0.16749, -0.34384, 0.59069], [0.34197, 1.33019, 0.68571], [-1.64825, 2.06878, -0.34805], [-3.26185, 0.19616, -0.95382], [-2.21050, -1.13311, -0.28312], [-1.60085, 0.01417, -1.53223], [4.69765, -0.89735, -0.32571]]
}

=====

(5)
{
  "formula": "C22H23BF7N7NiO2Se",
  "method": "ωB97M-V/def2-TZVPD",
  "e_lumo_ev": [0.228, 0.228],
  "e_above_lowest_ev": 1.5220,
  "e_homo_ha": [-0.238, -0.237],
  "gap_ev": [6.696, 6.672],
  "fmax_ev_per_a": 1.15,
  "elements": ["Ni", "N", "C", "C", "C", "C", "C", "N", "C", "C", "C", "C", "C", "N", "H", "H", "H", "H", "H", "H", "H", "H", "H", "N", "C", "C", "C", "C", "N", "C", "N", "N", "C", "O", "O", "H", "H", "H", "H", "H", "H", "H", "H", "H", "H", "H", "H", "H", "H", "F", "C", "C", "F", "C", "F", "C", "Se", "C", "F", "C", "F", "F", "B", "F"],
  "coordinates": [[0.17786, -0.01453, 0.12156], [3.38304, 0.16222, -0.35240], [3.17134, -0.05884, 0.99382], [4.19951, 0.25391, 1.90346], [3.99727, -0.03508, 3.23007], [2.80048, -0.62195, 3.64537], [1.84505, -0.86167, 2.68456], [2.02246, -0.56991, 1.39110], [2.63422, -0.17825, -1.48504], [3.35596, -0.31861, -2.67650], [2.67927, -0.58696, -3.84276], [1.29877, -0.71703, -3.81058], [0.66129, -0.56245, -2.60252], [1.30983, -0.29572, -1.44995], [4.31820, 0.44750, -0.57723], [5.12408, 0.70084, 1.55998], [4.77413, 0.19028, 3.95052], [2.62198, -0.88238, 4.67906], [0.88421, -1.30720, 2.92253], [4.43384, -0.21713, -2.66912], [3.22550, -0.69478, -4.77112], [0.71886, -0.92155, -4.69922], [-0.41078, -0.61924, -2.51091], [-0.58073, 1.26834, 1.92680], [-1.95152, 0.88526, 2.23621], [-2.55159, 1.47374, 3.50889], [-2.80619, 2.98316, 3.47319], [-4.20744, 3.37704, 2.99520], [-4.63245, 2.80402, 1.71186], [-3.88624, 2.93839, 0.60649], [-3.01340, 3.92482, 0.54162], [-3.97409, 2.08582, -0.39212], [-2.11958, -0.63805, 2.17725], [-2.92746, -1.20485, 2.85751], [-1.32189, -1.24278, 1.32176], [0.02864, 1.17964, 2.73199], [-0.51916, 2.21092, 1.56082], [-2.52351, 1.18488, 1.35792], [-1.88538, 1.22902, 4.34180], [-3.48088, 0.94266, 3.72412], [-2.04555, 3.48825, 2.87367], [-2.70963, 3.39629, 4.47994], [-4.30629, 4.46429, 2.94511], [-4.94694, 3.04292, 3.72207], [-5.22899, 1.99354, 1.74473], [-3.08525, 4.72233, 1.14673], [-2.26026, 3.86451, -0.14646], [-4.35869, 1.16932, -0.21225], [-3.13503, 2.04530, -0.99881], [-2.45296, 5.91376, -5.92169], [-2.10216, 5.14095, -4.89341], [-1.89888, 5.69098, -3.64441], [-2.05900, 7.00534, -3.46048], [-1.53246, 4.86983, -2.59308], [-1.35583, 5.46671, -1.39229], [-1.35657, 3.50060, -2.71867], [-0.80537, 2.33238, -1.27333], [-1.57247, 2.98571, -3.99317], [-1.42300, 1.67850, -4.23485], [-1.93634, 3.77775, -5.06650], [-2.12635, 3.24113, -6.27268], [-1.27872, -2.21762, -0.84848], [-1.43217, -1.01573, -0.20079], [-2.69716, -0.46513, -0.47687]]
}

=====

(6)
{
  "formula": "C18H13FeN3O3S2",
  "method": "ωB97M-V/def2-TZVPD",
  "total_charge": 1,
  "multiplicity": 6,
  "e_lumo_ev": [-4.347, -6.128],
  "e_homo_ha": [-0.385, -0.385],
  "gap_ev": [6.136, 4.350],
  "fmax_ev_per_a": 1.00,
  "elements": ["Fe", "O", "C", "O", "C", "C", "C", "N", "C", "C", "C", "C", "C", "C", "C", "N", "C", "C", "C", "C", "C", "N", "H", "H", "H", "H", "H", "H", "H", "H", "H", "H", "C", "O", "C", "S", "S", "H", "H", "H"],
  "coordinates": [[0.10000, 0.59696, -0.12964], [-1.19658, -4.25388, 4.61530], [-0.05779, -4.06151, 4.17227], [1.07148, -4.45754, 4.48507], [-0.01886, -2.93713, 3.09143], [1.19349, -2.51899, 2.54789], [1.19126, -1.53126, 1.59131], [0.04603, -0.96801, 1.16767], [-1.12900, -1.34621, 1.70330], [-1.19622, -2.32800, 2.66305], [-2.27081, -0.57292, 1.17660], [-3.59797, -0.85810, 1.44386], [-4.57923, -0.05581, 0.88743], [-4.21545, 1.01100, 0.07574], [-2.87609, 1.23585, -0.15356], [-1.92176, 0.46172, 0.38763], [2.38735, -0.94151, 0.95810], [3.65779, -1.48540, 1.04505], [4.70275, -0.84453, 0.40457], [4.45667, 0.32576, -0.30260], [3.16732, 0.80673, -0.35133], [2.14889, 0.18607, 0.26303], [2.09292, -2.99101, 2.92340], [-2.11824, -2.65646, 3.12655], [-3.85570, -1.69847, 2.07204], [-5.62229, -0.26460, 1.08330], [-4.95481, 1.65741, -0.37352], [-2.53965, 2.05346, -0.77684], [3.81807, -2.39829, 1.60037], [5.70251, -1.25387, 0.45738], [5.24955, 0.85712, -0.80807], [2.92937, 1.72303, -0.87422], [0.53075, 4.03652, -3.65883], [0.47847, 2.58432, -3.57221], [0.33744, 2.00506, -2.42973], [0.27330, 2.83703, -0.93762], [0.20633, 0.29981, -2.44111], [1.46970, 4.38286, -3.23373], [-0.31719, 4.46578, -3.13113], [0.47959, 4.25053, -4.71938]]
}